The following is a quantum chemistry calculation of the molecule CH5N3 at a distorted geometry, from the Open Molecules 2025 dataset.

Cartesian coordinates (Å):
N 0.925 -0.814 -0.673
C 0.024 -0.011 -0.063
N -0.982 -0.461 0.689
N 0.220 1.281 -0.100
H 0.743 -1.778 -0.656
H -1.164 -1.512 1.027
H -2.019 0.041 0.859
H 0.147 2.007 0.611
H 1.011 1.263 -0.874

Force components x, y, z for each atom (eV/Å):
-1.2 3.8 1.0
2.3 -5.2 -0.4
-7.0 -2.5 3.7
2.8 2.6 -3.7
-0.9 -1.3 0.1
1.4 3.3 -1.7
4.3 -1.1 -1.0
0.0 -0.9 -0.3
-1.7 1.4 2.3

## Properties
SMILES string: N=C(N)N
Net charge: 0
Molecular weight (g/mol): 59.1
Gap between HOMO and LUMO (eV): 9.164
Highest occupied orbital energy (Eh): -0.3078
Total energy (Eh): -205.31899
Strongest force on any atom (eV/A): 8.28

=====

The following is a quantum chemistry calculation of the molecule CH5N3 at a distorted geometry, from the Open Molecules 2025 dataset.

Cartesian coordinates (Å):
N -0.866 0.056 1.329
C -0.118 0.009 0.218
N 0.957 0.708 -0.169
N -0.533 -0.923 -0.706
H -0.705 0.963 1.752
H 1.088 1.431 0.566
H 1.079 0.742 -1.187
H 0.265 -1.315 -1.311
H -1.167 -1.670 -0.491

Force components x, y, z for each atom (eV/Å):
1.9 0.7 -2.5
-4.1 -2.4 2.4
0.2 1.0 1.0
2.8 -1.3 -2.7
0.2 0.1 0.6
0.7 -0.2 -1.8
0.3 0.9 1.0
-1.7 0.8 1.3
-0.3 0.4 0.7

## Properties
SMILES string: N=C(N)N
Net charge: 0
Molecular weight (g/mol): 59.1
Gap between HOMO and LUMO (eV): 9.527
Highest occupied orbital energy (Eh): -0.3205
Total energy (Eh): -205.35854
Strongest force on any atom (eV/A): 5.30

=====

The following is a quantum chemistry calculation of the molecule CH5N3 at a distorted geometry, from the Open Molecules 2025 dataset.

Cartesian coordinates (Å):
N -0.581 -0.869 -1.208
C -0.096 -0.284 -0.201
N 1.152 -0.634 0.366
N -0.595 0.989 0.233
H -1.316 -0.316 -1.642
H 1.194 -0.181 1.271
H 1.217 -1.639 0.437
H -0.373 1.687 -0.456
H -0.602 1.248 1.201

Force components x, y, z for each atom (eV/Å):
0.5 -0.4 -0.2
0.5 1.6 -0.5
-1.6 -0.2 0.5
-0.2 -0.8 -0.7
-0.3 -0.3 0.5
0.5 -0.3 0.1
0.4 -0.2 0.0
-0.2 0.4 0.4
0.4 0.1 0.1

## Properties
SMILES string: N=C(N)N
Net charge: 0
Molecular weight (g/mol): 59.1
Gap between HOMO and LUMO (eV): 10.127
Highest occupied orbital energy (Eh): -0.3422
Total energy (Eh): -205.36224
Strongest force on any atom (eV/A): 1.74

=====

The following is a quantum chemistry calculation of the molecule CH5N3 at a distorted geometry, from the Open Molecules 2025 dataset.

Cartesian coordinates (Å):
N -0.725 0.407 1.115
C -0.110 -0.048 0.030
N 0.223 0.891 -0.932
N 0.472 -1.319 -0.074
H -1.327 1.229 0.781
H -0.079 1.814 -0.528
H 0.631 0.592 -1.889
H 1.405 -1.288 -0.044
H 0.236 -1.908 0.736

Force components x, y, z for each atom (eV/Å):
-1.0 -0.8 -2.5
0.3 2.0 2.2
0.2 -0.9 -1.0
-4.5 -0.3 1.0
1.2 -1.2 1.0
1.0 -1.1 -1.9
-1.3 1.3 2.4
4.6 0.5 -0.6
-0.5 0.5 -0.6

## Properties
SMILES string: N=C(N)N
Net charge: 0
Molecular weight (g/mol): 59.1
Gap between HOMO and LUMO (eV): 9.794
Highest occupied orbital energy (Eh): -0.3273
Total energy (Eh): -205.34287
Strongest force on any atom (eV/A): 4.64

=====

The following is a quantum chemistry calculation of the molecule CH5N3O at a distorted geometry, from the Open Molecules 2025 dataset.

Cartesian coordinates (Å):
H -1.056 2.142 0.309
N -0.362 1.583 0.742
C -0.069 0.545 0.115
N -0.284 0.187 -1.322
N 0.925 -0.312 0.674
O 0.770 -1.575 0.129
H -0.108 -0.712 -1.707
H -1.043 0.652 -1.758
H 0.896 -0.468 1.769
H 0.332 -2.043 1.048

Force components x, y, z for each atom (eV/Å):
-0.5 0.8 -0.7
-0.6 -0.1 1.0
1.5 -1.6 -2.8
0.2 1.6 3.1
-0.2 1.0 2.4
-1.6 -4.0 4.4
0.2 -0.7 0.5
-0.6 0.5 -0.1
-0.1 1.6 -3.1
1.5 0.8 -4.7

## Properties
SMILES string: [H]/N=C(\N)NO
Net charge: 0
Molecular weight (g/mol): 75.1
Gap between HOMO and LUMO (eV): 9.332
Highest occupied orbital energy (Eh): -0.3308
Total energy (Eh): -280.50434
Strongest force on any atom (eV/A): 6.18

=====

The following is a quantum chemistry calculation of the molecule CH5N3O at a distorted geometry, from the Open Molecules 2025 dataset.

Cartesian coordinates (Å):
H 0.936 2.021 -0.059
N 0.154 1.463 -0.099
C 0.208 0.151 -0.394
N 1.431 -0.567 -0.020
N -0.972 -0.601 -0.306
O -2.221 0.024 0.040
H 2.120 -0.153 0.519
H 1.359 -1.584 0.008
H -1.083 -1.596 0.141
H -1.931 0.841 0.170

Force components x, y, z for each atom (eV/Å):
2.5 0.7 -0.2
-3.8 -4.5 -2.1
1.7 2.7 6.2
-3.6 -1.7 -3.2
-0.7 -2.7 0.2
-0.2 -5.6 -1.6
1.0 1.1 1.0
0.3 0.7 0.0
1.2 2.9 -1.3
1.7 6.4 1.2

## Properties
SMILES string: [H]/N=C(\N)NO
Net charge: 0
Molecular weight (g/mol): 75.1
Gap between HOMO and LUMO (eV): 9.573
Highest occupied orbital energy (Eh): -0.3281
Total energy (Eh): -280.49183
Strongest force on any atom (eV/A): 6.96

=====

The following is a quantum chemistry calculation of the molecule CH5N3O2 at a distorted geometry, from the Open Molecules 2025 dataset.

Cartesian coordinates (Å):
N 1.773 -0.276 -0.128
C 0.567 -0.011 -0.192
N -0.045 1.060 0.378
O -1.155 1.343 -0.519
N -0.273 -0.967 -0.663
O -1.317 -1.187 0.284
H 2.356 0.522 0.277
H 0.547 1.919 0.394
H -1.769 0.556 -0.284
H 0.338 -1.813 -0.739
H -1.021 -1.146 1.192

Force components x, y, z for each atom (eV/Å):
4.0 0.8 0.7
0.7 0.6 1.2
-1.2 2.1 -0.8
-1.3 -0.7 1.3
-0.2 -2.6 -0.1
-1.1 -0.4 -1.3
-1.0 -1.3 -1.0
-0.8 -1.0 -0.1
1.1 1.9 -0.5
-1.1 0.6 0.1
0.8 0.1 0.5

## Properties
SMILES string: N=C(NO)NO
Net charge: 0
Molecular weight (g/mol): 91.1
Gap between HOMO and LUMO (eV): 10.203
Highest occupied orbital energy (Eh): -0.3479
Total energy (Eh): -355.70911
Strongest force on any atom (eV/A): 4.16

=====

The following is a quantum chemistry calculation of a cluster of 2 separate species, CH5N3O2 in total at a distorted geometry, from the Open Molecules 2025 dataset.

Cartesian coordinates (Å):
O 2.399 1.438 0.448
N 2.961 0.738 -0.494
N 2.877 -0.448 -0.686
O 1.977 -1.234 0.068
H 1.892 0.831 1.124
H 2.162 -2.138 -0.022
C -0.741 0.706 -0.422
N -0.610 -0.109 0.511
H -1.335 0.728 -1.379
H -0.140 1.595 -0.217
H -0.891 -0.995 0.328

Force components x, y, z for each atom (eV/Å):
-2.6 -0.9 3.4
1.5 0.2 -1.4
0.2 -2.3 -1.2
-1.0 3.4 1.6
0.9 1.1 -1.7
1.1 -1.7 -0.8
0.2 2.0 -0.6
1.6 1.8 0.9
0.6 -0.8 0.8
-0.6 0.6 -0.5
-1.9 -3.4 -0.5

## Properties
SMILES string: O/N=N\O.C=N
Net charge: 0
Molecular weight (g/mol): 91.1
Gap between HOMO and LUMO (eV): 10.776
Highest occupied orbital energy (Eh): -0.3692
Total energy (Eh): -355.66555
Strongest force on any atom (eV/A): 4.37

=====

The following is a quantum chemistry calculation of a cluster of 2 separate species, CH5N3O2 in total at a distorted geometry, from the Open Molecules 2025 dataset.

Cartesian coordinates (Å):
C -0.495 -1.551 -0.033
N -1.088 1.903 0.169
N 0.099 -0.261 -0.348
N 1.263 0.157 0.055
O 2.080 -0.720 0.337
O 1.500 1.344 0.000
H -1.652 -1.317 0.117
H -0.439 -2.044 -1.084
H 0.037 -2.036 0.768
H -0.211 2.048 0.674
H -1.095 2.477 -0.655

Force components x, y, z for each atom (eV/Å):
-1.6 1.3 -1.9
-0.6 -1.2 1.1
-2.7 0.3 -1.5
1.7 -0.8 0.7
0.2 0.0 0.1
0.5 0.4 0.2
2.5 -0.6 0.0
-0.1 0.2 2.0
-0.2 -0.5 0.2
-0.3 0.5 -0.4
0.4 0.4 -0.6

## Properties
Net charge: 0
Molecular weight (g/mol): 91.1
Gap between HOMO and LUMO (alpha / beta) (eV): 9.925 / 8.039
Highest occupied orbital energy (alpha / beta) (Eh): -0.3829 / -0.3852
Total energy (Eh): -355.56375
Strongest force on any atom (eV/A): 3.09

=====

The following is a quantum chemistry calculation of the molecule CH5N3O3 at a distorted geometry, from the Open Molecules 2025 dataset.

Cartesian coordinates (Å):
N -1.967 -0.182 -0.203
O -0.031 1.414 -0.300
N -0.033 0.457 0.787
N -0.997 -0.511 0.596
H 0.023 2.249 0.181
H -2.626 -0.927 -0.374
H -1.756 0.475 -0.950
C 1.168 -0.641 0.417
O 2.276 -0.049 -0.123
O 0.457 -1.436 -0.398
H 2.037 0.192 -1.031
H 1.448 -1.041 1.399

Force components x, y, z for each atom (eV/Å):
0.9 -0.4 0.3
-0.2 -0.4 0.4
0.0 -0.5 -0.7
-0.1 1.0 -0.3
0.0 0.0 -0.1
0.0 0.0 0.1
0.0 0.1 0.1
-0.6 -0.7 -0.4
-0.5 0.2 0.2
0.4 0.7 0.3
0.0 -0.1 0.1
-0.1 0.2 0.0

## Properties
Net charge: 0
Molecular weight (g/mol): 107.1
Gap between HOMO and LUMO (alpha / beta) (eV): 8.651 / 8.648
Highest occupied orbital energy (alpha / beta) (Eh): -0.3226 / -0.3225
Total energy (Eh): -430.90413
Strongest force on any atom (eV/A): 1.08

=====

The following is a quantum chemistry calculation of a cluster of 2 separate species, CH5N3O3 in total at a distorted geometry, from the Open Molecules 2025 dataset.

Cartesian coordinates (Å):
O 1.208 4.357 0.487
N 0.695 3.279 0.370
O 1.202 2.369 -0.244
O -0.415 2.978 1.036
H -0.565 2.008 0.763
H -1.592 -0.575 -0.357
N -1.450 0.350 0.013
N -0.314 0.543 0.299
C 0.690 -0.495 0.130
H 1.632 -0.046 -0.039
H 0.729 -1.040 1.036
H 0.469 -1.265 -0.598

Force components x, y, z for each atom (eV/Å):
-1.1 0.5 0.4
2.0 -0.1 0.0
0.5 -0.2 -1.1
-0.9 0.9 0.2
0.6 0.3 0.4
-0.3 -1.2 -0.8
-3.3 0.0 -0.6
2.3 -0.3 1.1
-0.4 -0.1 -0.1
0.9 0.4 -0.3
0.2 -0.3 1.3
-0.4 0.1 -0.7

## Properties
SMILES string: O=[N+]([O-])O.[H]/N=N\C
Net charge: 0
Molecular weight (g/mol): 107.1
Gap between HOMO and LUMO (eV): 10.519
Highest occupied orbital energy (Eh): -0.3733
Total energy (Eh): -430.88359
Strongest force on any atom (eV/A): 3.38

=====

The following is a quantum chemistry calculation of a structure of composition CH5N3S at a distorted geometry, from the Open Molecules 2025 dataset.

Cartesian coordinates (Å):
C -0.785 -0.352 0.650
H 0.954 1.274 -0.070
H -0.274 2.481 -0.287
H -1.693 -0.788 1.051
H 0.647 -1.399 1.511
H 0.912 -0.526 -1.990
N 0.045 1.423 -0.547
N -1.024 0.817 0.198
N 0.380 -0.922 0.530
S 0.837 -2.008 -1.047

Force components x, y, z for each atom (eV/Å):
-4.2 2.1 -0.8
-0.6 -0.2 -0.2
1.7 -2.9 -1.5
0.1 -0.5 0.6
-0.4 0.7 -3.5
-0.1 -3.4 2.2
-1.9 3.6 2.2
0.7 0.0 -1.0
5.5 -4.5 1.6
-0.8 5.2 0.3

## Properties
Net charge: 0
Molecular weight (g/mol): 91.1
Gap between HOMO and LUMO (eV): 8.810
Highest occupied orbital energy (Eh): -0.3330
Total energy (Eh): -603.39313
Strongest force on any atom (eV/A): 7.30